No. 1
Here is C24H32ClN3Ru as an isolated structure at a distorted geometry from the OMol25 dataset. Energies are from ωB97M-V/def2-TZVPD.

Atoms and positions in Å:
Ru1 1.3823 0.2416 1.4503
Cl1 -0.8582 0.1304 0.9849
N1 -3.5827 0.5495 -1.2666
N2 -3.6470 -1.3229 -0.2355
N3 2.7023 0.9971 2.3069
C1 6.2695 3.0457 3.1108
C2 -4.1314 2.5013 -2.6159
C3 -3.0170 2.7272 -0.3920
C4 1.6862 -1.3640 -0.7617
C5 2.6558 -2.2077 -1.3448
C6 2.1115 -0.0993 -0.3428
C7 3.3206 0.4779 -0.7717
C8 -2.8801 -0.2367 -0.4209
C9 5.2832 3.6220 2.2896
C10 -3.3351 -2.3746 0.7309
C11 -3.4945 -1.7835 2.1230
C12 3.8582 1.6575 2.6052
C13 -4.8795 -1.1557 -0.8439
C14 -1.9226 -2.8399 0.4635
C15 4.9553 -2.6297 -2.2223
C16 -3.1256 1.8896 -1.6593
C17 4.9017 1.0617 3.3823
C18 6.0820 1.7524 3.6298
C19 3.9291 -1.7184 -1.6234
C20 4.0936 2.9497 2.0469
C21 -1.7442 1.7276 -2.2675
C22 -4.8369 0.0172 -1.5120
C23 4.2397 -0.3715 -1.4005
C24 -4.3152 -3.5127 0.5627
H1 5.9586 -2.3162 -1.9424
H2 -4.2600 -3.9587 -0.4387
H3 4.8989 -2.6494 -3.3163
H4 -3.7934 3.5117 -2.8787
H5 -3.9766 2.7182 0.1341
H6 -4.0218 -4.2787 1.2889
H7 -1.2194 -2.0093 0.5455
H8 4.7764 -3.6433 -1.8654
H9 -1.0557 1.2923 -1.5340
H10 -1.8562 -3.2854 -0.5345
H11 -1.3683 2.7062 -2.5934
H12 -4.5139 -1.3993 2.2393
H13 2.4152 -3.2441 -1.6079
H14 -2.7735 3.7637 -0.6513
H15 6.8664 1.2906 4.2332
H16 -1.8056 1.0819 -3.1494
H17 -2.2408 2.3206 0.2625
H18 -4.2143 1.9252 -3.5477
H19 5.4643 4.5974 1.8254
H20 4.6941 0.0592 3.7632
H21 -5.1249 2.6001 -2.1506
H22 0.6355 -1.6292 -0.7117
H23 3.4609 1.5441 -0.6335
H24 -3.3331 -2.5671 2.8684
H25 -1.6529 -3.5880 1.2116
H26 -5.6765 -1.8697 -0.7748
H27 -5.3499 -3.2167 0.7906
H28 -5.5602 0.5265 -2.1291
H29 7.1844 3.6042 3.3216
H30 -2.7812 -0.9766 2.2915
H31 3.3110 3.3484 1.3930
H32 5.2114 0.0097 -1.7156

Computed properties:
spin multiplicity: 5
Kohn-Sham gap (alpha / beta): 1.70 / 5.97 eV
E_tot: -1652.8668 Ha
LUMO (alpha / beta): 4.53 / 4.50 eV
charge: -2

Here are the Mulliken charges for atoms 1 to 4, given in e: 0.431 -0.208 -0.258 -0.177



No. 2
Here is a 3-piece molecular cluster, C15H19BF3O2P overall from the OMol25 dataset. Energies are from ωB97M-V/def2-TZVPD.

Atoms and positions in Å:
P1 0.3567 1.8671 5.5544
F1 0.0110 2.3884 1.0035
F2 0.3777 0.2768 1.1749
F3 1.4602 1.4453 -0.2861
O1 2.4245 0.4887 2.6463
O2 -0.6306 0.9966 4.8446
C1 1.7176 -1.8849 -3.3233
C2 -3.3503 0.9948 -1.1364
C3 -4.4620 0.9522 -1.9668
C4 -4.5174 0.0322 -3.0054
C5 1.8623 -3.2643 -3.3786
C6 0.9231 -2.0655 -1.0570
C7 0.9707 1.4518 0.9760
C8 1.2430 -1.2867 -2.1632
C9 2.1245 1.7177 1.9861
C10 1.8055 2.7996 3.0320
C11 -3.4622 -0.8457 -3.2124
C12 -2.2954 0.1173 -1.3458
C13 -2.3500 -0.8034 -2.3824
C14 1.0696 -3.4454 -1.1134
C15 1.5369 -4.0437 -2.2755
B1 1.9249 2.1796 4.4691
H1 1.1144 -0.2139 -2.1180
H2 2.5674 3.5935 2.9799
H3 -1.5274 -1.4891 -2.5389
H4 -3.5061 -1.5638 -4.0215
H5 2.9865 1.8787 4.9145
H6 3.3330 0.2312 2.4537
H7 -1.4303 0.1472 -0.6962
H8 2.2279 -3.7344 -4.2827
H9 -3.3060 1.7090 -0.3241
H10 1.6482 -5.1195 -2.3234
H11 0.8188 -4.0524 -0.2530
H12 -5.2867 1.6341 -1.8029
H13 0.8382 3.2712 2.8571
H14 0.5558 -1.5868 -0.1593
H15 -5.3842 -0.0007 -3.6533
H16 -0.1346 3.1348 5.9534
H17 2.9762 2.0193 1.3660
H18 1.9703 -1.2778 -4.1831
H19 0.7985 1.3508 6.7911

Computed properties:
Kohn-Sham gap: 8.30 eV
E_tot: -1399.2274 Ha
LUMO: -0.75 eV
charge: 0
structure (SMILES): O=[PH2]BC[C@@H](O)C(F)(F)F.c1ccccc1.c1ccccc1

Here are the Mulliken charges for atoms 1 to 4, given in e: 0.252 -0.340 -0.285 -0.316



No. 3
Here is C45H105N5O10 as an isolated structure at a distorted geometry from the OMol25 dataset. Energies are from ωB97M-V/def2-TZVPD.

Atoms and positions in Å:
O1 -4.1875 -1.1651 3.7675
O2 -0.9088 -2.6194 0.6900
O3 6.0875 1.4623 -1.9464
O4 -1.4619 2.0924 -1.8465
O5 -1.8920 -3.4731 -3.4032
O6 0.1837 -1.6848 1.9879
O7 3.1476 -2.5068 0.4003
O8 1.8592 -4.5556 -2.1357
O9 -0.0070 -4.5338 -0.0743
O10 -1.7855 -3.5493 2.1584
N1 3.9786 -2.8972 1.5149
N2 4.7761 2.0527 -1.7739
N3 -5.2298 -0.3884 3.7007
N4 -0.5382 -1.4779 -0.0400
N5 -1.8093 2.9627 -2.8391
C1 -1.6536 -0.4971 -0.1977
C2 5.5009 -1.2903 0.3586
C3 5.9836 -3.7153 3.3783
C4 -7.4077 0.1758 4.8534
C5 -2.8024 -0.9738 -1.1754
C6 3.3075 0.0636 -1.8733
C7 -0.3593 0.5186 -2.1828
C8 -1.1495 4.5696 -4.5322
C9 -3.2332 1.4428 -4.2400
C10 -0.9907 0.7213 -0.8057
C11 4.7365 2.3975 0.7129
C12 -4.1389 1.8205 3.4385
C13 5.0247 -1.8948 1.7767
C14 -2.2378 -0.1167 1.2451
C15 5.7374 4.0634 -0.9202
C16 -4.6709 0.3159 1.4108
C17 0.3885 3.9164 -2.6274
C18 -6.5145 1.2495 2.7111
C19 2.0204 2.7715 -1.2093
C20 0.7802 -0.5181 -2.0431
C21 -6.0168 -0.5120 4.9609
C22 -5.0694 0.7596 2.8395
C23 -7.3216 1.4923 4.0795
C24 3.6483 1.3600 -2.4863
C25 -0.6304 3.3452 -3.6010
C26 -5.3115 0.0694 6.1912
C27 4.4647 -0.7212 2.6388
C28 0.4786 -1.7521 -1.1436
C29 3.1885 3.7837 -0.8202
C30 2.9186 -3.3019 3.7829
C31 0.0956 -2.9056 -2.1304
C32 2.3448 2.1981 -2.5490
C33 3.5675 -3.8994 2.5080
C34 4.1020 1.2557 -3.9491
C35 1.6605 -2.1923 -0.2561
C36 0.0023 2.3547 -4.6109
C37 -3.1769 2.7725 -3.4647
C38 -2.4298 4.3472 -5.3239
C39 -6.2790 -2.0710 5.3717
C40 2.5925 -4.9443 1.9564
C41 4.8595 -4.7031 2.9368
C42 4.6238 3.0173 -0.7394
C43 -3.5527 3.9909 -4.3317
C44 -4.2204 2.8028 -2.3778
C45 6.2562 -2.6704 2.3574
H1 2.0822 -2.6607 3.5047
H2 -5.3886 -0.4450 1.1043
H3 -1.6965 1.5492 -0.8730
H4 -1.4891 0.3003 1.9186
H5 0.1862 -3.6952 -0.4934
H6 -2.5767 -3.9870 1.8444
H7 2.8562 4.0686 0.1780
H8 2.1738 -5.7040 2.6165
H9 -1.0073 2.6332 -1.1965
H10 2.5106 2.9260 -3.3433
H11 1.5475 -4.2160 -2.9746
H12 1.5935 -3.1981 0.1586
H13 -4.4147 2.0932 4.4571
H14 3.7255 -0.2543 1.9879
H15 5.1475 3.1088 1.4294
H16 -4.2939 1.1917 -4.2407
H17 2.4032 -0.3113 -2.3526
H18 -3.6575 -0.0766 1.3277
H19 -3.8877 4.8863 -3.8082
H20 -2.4684 -3.5292 -4.1653
H21 3.1520 1.1109 -4.4636
H22 -1.2745 5.3302 -3.7615
H23 0.8938 -1.4395 1.3947
H24 -5.2164 2.8623 -2.8168
H25 -3.0154 0.6228 1.0538
H26 -4.1472 1.8466 -1.8597
H27 3.0407 0.0495 -0.8165
H28 3.2644 4.6723 -1.4468
H29 3.7794 2.0940 1.1372
H30 1.8327 -4.3447 1.4551
H31 -3.3479 -1.7995 -0.7184
H32 -1.0010 0.1079 -2.9623
H33 -0.2330 1.1068 -0.1235
H34 5.6170 4.9382 -0.2813
H35 -6.8764 2.2049 4.7738
H36 -4.6346 1.1722 0.7374
H37 -8.0636 -0.5517 4.3752
H38 -1.3826 -2.6754 -3.5458
H39 -5.6991 -0.2303 7.1649
H40 6.2587 -0.5704 0.6678
H41 -3.0772 1.5760 3.4046
H42 -6.6903 -2.2198 6.3701
H43 -0.2599 1.3463 -4.2906
H44 1.1124 -0.9387 -2.9922
H45 -0.0464 4.3132 -1.7100
H46 0.1746 -0.9938 2.6501
H47 -0.2903 -3.8012 -1.6433
H48 4.4557 2.2435 -4.2447
H49 1.7071 -1.5007 0.5850
H50 5.6488 4.4568 -1.9329
H51 -4.2442 -0.1504 6.1693
H52 5.7244 -3.3245 4.3622
H53 -6.5204 2.1045 2.0351
H54 6.0514 -1.9701 -0.2916
H55 -6.9919 0.5082 2.0703
H56 -4.3794 3.5297 -4.8720
H57 6.0946 0.7322 -1.3231
H58 -4.5065 -1.9150 3.2602
H59 6.7287 3.6325 -0.7794
H60 2.5800 -4.0805 4.4665
H61 1.0293 -3.3734 -2.4426
H62 1.4908 1.6215 -2.9043
H63 -0.0058 -4.3396 0.8630
H64 -0.3908 2.3547 -5.6275
H65 6.8947 -1.8951 2.7810
H66 -2.2491 -1.4444 -1.9882
H67 -2.9893 1.6269 -5.2863
H68 -0.2197 1.4959 -2.6448
H69 1.7505 2.0449 -0.4430
H70 5.1055 0.1511 2.7675
H71 1.0353 3.1669 -2.1714
H72 2.6095 -2.0507 -0.7733
H73 4.6927 -0.7423 -0.1259
H74 3.0841 -5.5502 1.1953
H75 -5.2956 1.1562 6.2732
H76 -2.5836 0.6841 -3.8035
H77 -0.2866 4.8880 -5.1171
H78 -0.5593 -2.5455 -2.9238
H79 4.6974 0.3815 -4.2124
H80 4.0478 -0.8368 3.6393
H81 2.7822 -4.3041 -2.1030
H82 1.0632 3.2868 -1.1286
H83 6.6510 -3.2387 1.5152
H84 -3.4260 -0.2048 -1.6313
H85 1.0836 4.6098 -3.1008
H86 6.9665 -4.1713 3.4967
H87 4.7306 -5.2426 3.8751
H88 1.6999 -0.0316 -1.7183
H89 5.5371 1.6591 0.7571
H90 -2.3174 3.4425 -5.9213
H91 -6.8762 -2.5009 4.5676
H92 1.0488 2.4062 -4.3104
H93 -1.5348 -2.9646 1.4433
H94 -5.3707 -2.6656 5.4690
H95 -7.8680 0.4665 5.7977
H96 5.2660 -5.4082 2.2118
H97 -0.5200 -2.3568 1.5275
H98 -4.0887 3.7305 -1.8211
H99 -4.1817 2.7207 2.8254
H100 3.6837 -2.7642 4.3428
H101 -2.6660 5.1574 -6.0138
H102 2.4711 -1.8987 0.7073
H103 -2.6860 -0.9342 1.8098
H104 -8.3872 1.6345 3.8998
H105 4.1882 -0.5716 -1.9685

Computed properties:
relative energy (zero: lowest compared OMol25 entry of this formula, charge and spin): 4196.5 kJ/mol
Kohn-Sham gap: 7.71 eV
E_tot: -2801.9880 Ha
LUMO: 0.10 eV
charge: 0

Here are the Mulliken charges for atoms 1 to 4, given in e: -0.388 -0.706 -0.594 -0.683



Which formula does entry 3 have? C45H105N5O10